Formula: C6H12O
Source: the Open Molecules 2025 dataset
Level of theory: ωB97M-V with the def2-TZVPD basis set

Values from the calculation:
HOMO energy = -9.99 eV
E = -311.05472 Eh
LUMO = 0.991 eV
energy above the lowest of the compared OMol25 structures with the same formula, charge and spin = 0.124 eV
SMILES string = CC1(O)CCCC1

```
! wB97M-V def2-TZVPD RIJCOSX def2/J DEFGRID3
* xyz 0 1
O -0.691 -1.107 1.163
C -0.820 0.904 -0.175
C -0.444 -0.583 -0.144
C 1.478 0.653 0.631
C 0.203 1.543 0.768
C 1.078 -0.525 -0.306
C -1.229 -1.417 -1.140
H -0.192 1.525 1.791
H -1.085 -1.040 -2.158
H -1.860 1.060 0.128
H 0.068 -0.826 1.692
H 1.537 -1.490 -0.054
H -0.697 1.296 -1.192
H 0.400 2.591 0.528
H -0.932 -2.469 -1.103
H 1.345 -0.298 -1.345
H 1.826 0.333 1.625
H -2.298 -1.355 -0.908
H 2.314 1.205 0.200
*
```

=====

Formula: C6H12O
Source: the Open Molecules 2025 dataset
Level of theory: ωB97M-V with the def2-TZVPD basis set

Values from the calculation:
HOMO energy = -9.69 eV
E = -310.98484 Eh
LUMO = 0.993 eV
energy above the lowest of the compared OMol25 structures with the same formula, charge and spin = 2.025 eV
SMILES string = C=CCCC.C=O

```
! wB97M-V def2-TZVPD RIJCOSX def2/J DEFGRID3
* xyz 0 1
O 2.139 -0.023 0.093
C -0.042 -0.412 -2.311
C 2.110 0.497 -0.995
C -1.039 -0.579 -0.005
C -0.287 0.483 2.312
C -0.757 0.112 -1.318
C -1.345 0.311 1.222
H 0.628 0.955 1.950
H -2.224 -0.104 1.719
H 0.432 -1.391 -2.234
H 1.718 1.519 -1.157
H 2.526 0.003 -1.897
H -1.646 1.308 0.885
H 0.099 0.101 -3.259
H -1.147 1.124 -1.452
H 0.003 -0.480 2.741
H -0.231 -1.287 0.215
H -1.932 -1.187 -0.199
H -0.705 1.094 3.127
*
```

=====

Formula: C6H12O
Source: the Open Molecules 2025 dataset
Level of theory: ωB97M-V with the def2-TZVPD basis set

Values from the calculation:
HOMO energy = -8.24 eV
E = -310.99147 Eh
LUMO = 0.859 eV
energy above the lowest of the compared OMol25 structures with the same formula, charge and spin = 1.845 eV
SMILES string = C=C/C(C)=C/C.O

```
! wB97M-V def2-TZVPD RIJCOSX def2/J DEFGRID3
* xyz 0 1
O 4.518 1.520 4.025
C -1.708 1.074 -0.064
C 0.209 -2.112 -1.076
C -1.220 1.626 1.037
C -0.164 -0.835 -0.399
C -1.106 -0.006 -0.873
C -1.570 -0.067 -2.287
H -1.781 0.927 -2.664
H -2.405 -0.738 -2.469
H -2.609 1.463 -0.530
H 0.201 -0.620 0.595
H 1.126 -2.004 -1.681
H -0.562 -2.598 -1.664
H 0.619 -2.811 -0.343
H -1.590 2.549 1.443
H 4.311 1.069 4.862
H 4.967 0.851 3.494
H -0.819 -0.441 -3.003
H -0.418 1.154 1.596
*
```

=====

Formula: C6H12O
Source: the Open Molecules 2025 dataset
Level of theory: ωB97M-V with the def2-TZVPD basis set

Values from the calculation:
HOMO energy = -9.45 eV
E = -310.97158 Eh
LUMO = 0.989 eV
energy above the lowest of the compared OMol25 structures with the same formula, charge and spin = 2.386 eV
SMILES string = CC[C@H]1[C@H]2C[C@@H]12.O

```
! wB97M-V def2-TZVPD RIJCOSX def2/J DEFGRID3
* xyz 0 1
O 1.410 0.727 -2.445
C 1.258 -1.825 0.046
C -0.826 -0.338 0.132
C -0.764 1.806 0.953
C -1.725 0.685 0.741
C 0.287 -1.023 0.913
C -0.804 1.087 -0.358
H -0.189 -1.696 1.637
H 1.092 0.896 -1.548
H 2.012 -2.314 0.672
H -1.099 1.488 -1.321
H 0.731 -2.612 -0.507
H -1.337 -1.022 -0.554
H 1.776 -1.194 -0.684
H 0.681 0.242 -2.848
H 0.094 1.689 1.616
H -2.805 0.730 0.730
H -1.190 2.808 0.967
H 0.842 -0.286 1.504
*
```

=====

Formula: C6H12O
Source: the Open Molecules 2025 dataset
Level of theory: ωB97M-V with the def2-TZVPD basis set

Values from the calculation:
HOMO energy = -8.25 eV
E = -310.98288 Eh
LUMO = 0.737 eV
energy above the lowest of the compared OMol25 structures with the same formula, charge and spin = 2.079 eV
SMILES string = C=C(C)C(=C)C.O

```
! wB97M-V def2-TZVPD RIJCOSX def2/J DEFGRID3
* xyz 0 1
O -0.492 -2.872 1.248
C 0.192 0.212 -0.897
C -0.393 -0.033 -2.070
C -1.945 0.839 0.157
C -0.605 0.750 0.246
C 0.150 1.222 1.466
C 1.695 0.144 -0.825
H 2.138 0.257 -1.809
H 0.180 -0.542 -2.834
H 0.277 -2.281 1.207
H 0.814 0.423 1.775
H 0.811 2.033 1.139
H -0.096 -3.750 1.239
H -2.619 0.151 -0.313
H -2.386 1.580 0.817
H -0.479 1.595 2.265
H 2.070 -0.779 -0.355
H -1.431 0.149 -2.274
H 2.120 0.902 -0.183
*
```

=====

Formula: C6H12O
Source: the Open Molecules 2025 dataset
Level of theory: ωB97M-V with the def2-TZVPD basis set

Values from the calculation:
HOMO energy = -9.86 eV
E = -311.04328 Eh
LUMO = 1.090 eV
energy above the lowest of the compared OMol25 structures with the same formula, charge and spin = 0.435 eV
SMILES string = CCCCCC=O

```
! wB97M-V def2-TZVPD RIJCOSX def2/J DEFGRID3
* xyz 0 1
O 1.405 -0.821 2.104
C 0.440 -2.169 0.351
C -0.130 1.466 -0.910
C -0.464 0.106 -0.298
C 0.570 -0.981 -0.597
C 0.847 -1.840 1.770
C -0.962 2.584 -0.287
H -0.754 2.654 0.787
H -0.278 1.439 -1.999
H -2.036 2.395 -0.405
H -1.458 -0.221 -0.638
H 1.076 -3.010 0.035
H -0.585 -2.568 0.374
H 0.479 -1.323 -1.635
H -0.534 0.234 0.788
H 0.610 -2.620 2.526
H 1.577 -0.562 -0.484
H -0.738 3.558 -0.736
H 0.935 1.677 -0.746
*
```

=====

Formula: C6H12O
Source: the Open Molecules 2025 dataset
Level of theory: ωB97M-V with the def2-TZVPD basis set

Values from the calculation:
HOMO energy = -9.33 eV
E = -311.00620 Eh
LUMO = 1.006 eV
energy above the lowest of the compared OMol25 structures with the same formula, charge and spin = 1.444 eV
SMILES string = CC(C)[C@H]1C[C@H]1O

```
! wB97M-V def2-TZVPD RIJCOSX def2/J DEFGRID3
* xyz 0 1
O -1.350 1.971 -0.102
C 1.113 0.433 1.103
C -1.695 0.655 -0.416
C -1.847 -0.418 0.620
C 1.676 -0.553 -1.174
C -0.754 -0.524 -0.424
C 0.714 -0.589 0.022
H 2.664 -0.945 -0.904
H 1.814 0.466 -1.555
H 0.263 0.713 1.736
H -2.698 -1.095 0.616
H -2.446 0.677 -1.204
H 1.294 -1.166 -1.998
H -0.946 -1.227 -1.236
H -1.504 -0.156 1.620
H 1.540 1.345 0.664
H 1.864 0.026 1.786
H -0.511 1.973 0.368
H 0.810 -1.585 0.478
*
```

=====

Formula: C6H12O
Source: the Open Molecules 2025 dataset
Level of theory: ωB97M-V with the def2-TZVPD basis set

Values from the calculation:
HOMO energy = -8.55 eV
E = -310.99860 Eh
LUMO = 1.102 eV
energy above the lowest of the compared OMol25 structures with the same formula, charge and spin = 1.651 eV
SMILES string = C/C=C/O.C=CC

```
! wB97M-V def2-TZVPD RIJCOSX def2/J DEFGRID3
* xyz 0 1
O -1.841 0.053 0.785
C -0.659 -1.128 -0.952
C 1.577 -0.070 1.766
C -0.609 -1.648 -2.359
C 0.916 1.087 1.770
C -1.704 -0.458 -0.468
C 0.877 2.053 0.622
H 0.183 -1.167 -2.946
H -1.560 -1.468 -2.872
H 2.168 -0.378 0.905
H -0.418 -2.728 -2.382
H 0.339 1.363 2.655
H -2.585 -0.251 -1.072
H 0.201 -1.315 -0.308
H -1.016 -0.111 1.270
H 1.562 -0.747 2.617
H 1.671 1.844 -0.102
H 0.985 3.086 0.970
H -0.087 1.982 0.103
*
```

=====

Formula: C6H12O
Source: the Open Molecules 2025 dataset
Level of theory: ωB97M-V with the def2-TZVPD basis set

Values from the calculation:
HOMO energy = -8.57 eV
E = -310.94795 Eh
LUMO = 1.068 eV
energy above the lowest of the compared OMol25 structures with the same formula, charge and spin = 3.029 eV

```
! wB97M-V def2-TZVPD RIJCOSX def2/J DEFGRID3
* xyz 0 1
O 0.887 -2.684 0.700
C 1.293 -1.469 -0.002
C -0.368 -2.107 0.790
C -1.085 2.666 -0.851
C -0.122 -0.957 0.155
C -0.902 0.209 -0.346
C -0.256 1.586 -0.163
H -1.880 0.210 0.151
H 1.732 -1.380 3.191
H -0.146 1.817 0.903
H -0.633 3.659 -0.767
H 0.759 1.578 -0.580
H -1.196 2.443 -1.919
H -1.183 -2.634 1.277
H 1.617 -2.006 2.796
H -2.093 2.723 -0.424
H 2.074 -0.947 0.560
H 1.646 -1.717 -1.007
H -1.114 0.085 -1.420
*
```

=====

Formula: C6H12O
Source: the Open Molecules 2025 dataset
Level of theory: ωB97M-V with the def2-TZVPD basis set

Values from the calculation:
HOMO energy = -9.54 eV
E = -310.95979 Eh
LUMO = 1.078 eV
energy above the lowest of the compared OMol25 structures with the same formula, charge and spin = 2.707 eV
SMILES string = C=C[C@H](C=O)CC.[H][H]

```
! wB97M-V def2-TZVPD RIJCOSX def2/J DEFGRID3
* xyz 0 1
O 0.045 2.632 0.471
C 1.239 -0.304 -0.386
C -1.365 -0.376 -0.433
C 2.446 0.321 0.320
C -0.245 1.693 -0.228
C -2.569 -0.260 0.122
C -0.107 0.233 0.154
H -1.337 -2.100 0.494
H 3.385 -0.023 -0.129
H -2.696 0.165 1.117
H 1.301 -0.105 -1.465
H -0.672 1.835 -1.247
H 2.425 1.415 0.264
H -0.102 0.163 1.250
H -1.256 -0.885 -1.393
H -3.453 -0.664 -0.363
H 1.276 -1.395 -0.273
H -0.690 -2.459 0.378
H 2.469 0.049 1.382
*
```

=====

Formula: C6H12O
Source: the Open Molecules 2025 dataset
Level of theory: ωB97M-V with the def2-TZVPD basis set

Values from the calculation:
HOMO energy = -9.49 eV
E = -310.98991 Eh
LUMO = 1.058 eV
energy above the lowest of the compared OMol25 structures with the same formula, charge and spin = 1.888 eV
SMILES string = COCC1(C)CC1

```
! wB97M-V def2-TZVPD RIJCOSX def2/J DEFGRID3
* xyz 0 1
O 1.637 0.567 0.036
C -1.621 1.352 0.658
C -0.746 -0.269 -1.198
C -1.467 -1.081 -0.167
C 0.630 0.089 0.905
C -0.742 0.177 0.240
C 2.575 -0.356 -0.454
H 3.567 -0.129 -0.042
H 0.172 -0.685 -1.606
H -1.049 -2.045 0.113
H -2.365 1.056 1.410
H 0.858 -0.937 1.231
H -1.306 0.325 -1.913
H 2.632 -0.283 -1.549
H -1.032 2.167 1.092
H -2.554 -1.043 -0.163
H 0.656 0.726 1.798
H -2.169 1.766 -0.195
H 2.324 -1.396 -0.199
*
```

=====

Formula: C6H12O
Source: the Open Molecules 2025 dataset
Level of theory: ωB97M-V with the def2-TZVPD basis set

Values from the calculation:
HOMO energy = -9.80 eV
E = -310.98569 Eh
LUMO = 1.189 eV
energy above the lowest of the compared OMol25 structures with the same formula, charge and spin = 2.002 eV
SMILES string = CO[C@H](C)C1CC1

```
! wB97M-V def2-TZVPD RIJCOSX def2/J DEFGRID3
* xyz 0 1
O -0.108 -0.570 1.268
C -0.489 0.644 1.915
C -0.249 -2.232 -0.467
C 1.296 0.982 -0.394
C 0.058 1.589 -1.014
C 0.284 0.111 -1.066
C -0.506 -0.774 -0.089
H 0.827 -2.435 -0.519
H -0.801 1.940 -0.442
H 1.366 0.732 0.658
H -0.665 -2.414 -1.466
H 2.251 1.213 -0.849
H 0.127 0.708 2.824
H -0.710 -2.939 0.227
H -0.286 1.566 1.351
H -1.555 0.634 2.182
H 0.532 -0.344 -2.023
H 0.215 2.152 -1.929
H -1.587 -0.564 -0.169
*
```

=====

Repeat the second record exactly.
Formula: C6H12O
Source: the Open Molecules 2025 dataset
Level of theory: ωB97M-V with the def2-TZVPD basis set

Values from the calculation:
HOMO energy = -9.69 eV
E = -310.98484 Eh
LUMO = 0.993 eV
energy above the lowest of the compared OMol25 structures with the same formula, charge and spin = 2.025 eV
SMILES string = C=CCCC.C=O

```
! wB97M-V def2-TZVPD RIJCOSX def2/J DEFGRID3
* xyz 0 1
O 2.139 -0.023 0.093
C -0.042 -0.412 -2.311
C 2.110 0.497 -0.995
C -1.039 -0.579 -0.005
C -0.287 0.483 2.312
C -0.757 0.112 -1.318
C -1.345 0.311 1.222
H 0.628 0.955 1.950
H -2.224 -0.104 1.719
H 0.432 -1.391 -2.234
H 1.718 1.519 -1.157
H 2.526 0.003 -1.897
H -1.646 1.308 0.885
H 0.099 0.101 -3.259
H -1.147 1.124 -1.452
H 0.003 -0.480 2.741
H -0.231 -1.287 0.215
H -1.932 -1.187 -0.199
H -0.705 1.094 3.127
*
```

=====

What is the LUMO in the tenth record?
1.078 eV

=====

The highest E belongs to which entry?
number 9

=====

E of number 8 (C6H12O)?
-310.99860 Eh